# 1
12
Properties=species:S:1:pos:R:3:forces:R:3 method="wB97M-V/def2-TZVPD" orbital_gap_ev=9.0 charge=0 smiles="S=C(NS)[C@H]1CO1" molar_mass_g_mol=135.21 fmax_ev_per_a=0.8 relative_energy_ev=1.9697 multiplicity=1
S -0.924 0.292 2.287 0.111 -0.021 -0.176
C 0.071 0.224 0.984 -0.276 -0.263 -0.075
N 1.111 1.066 0.834 0.269 0.143 -0.155
S 2.252 1.075 -0.434 0.280 -0.372 0.600
C -0.097 -0.773 -0.137 -0.185 0.035 0.267
C -1.411 -1.045 -0.702 -0.462 -0.464 0.070
O -0.488 -0.223 -1.388 0.419 0.260 -0.364
H 1.205 1.780 1.538 0.014 0.059 0.127
H 1.508 1.683 -1.336 -0.406 0.334 -0.524
H 0.665 -1.542 -0.179 0.117 -0.016 -0.049
H -1.625 -2.012 -1.169 0.190 0.289 0.166
H -2.268 -0.524 -0.297 -0.072 0.015 0.112

# 2
18
Properties=species:S:1:pos:R:3:forces:R:3 method="wB97M-V/def2-TZVPD" orbital_gap_ev=9.9 charge=0 smiles="NCCNC(=O)O.O" molar_mass_g_mol=122.12 fmax_ev_per_a=1.3 relative_energy_ev=0.4989 multiplicity=1
N -2.307 -0.105 0.484 -0.795 0.841 0.345
C -1.585 -1.087 -0.269 0.191 -1.076 0.132
C -0.086 -1.058 0.063 -0.921 -0.097 0.607
N 0.739 -1.088 -1.104 0.284 0.117 -0.469
C 2.002 -0.606 -1.172 0.238 0.003 -0.399
O 2.744 -0.673 -2.126 -0.147 -0.100 -0.103
O 2.344 -0.008 -0.023 0.737 0.204 1.024
H -1.852 0.290 1.290 0.407 -0.154 -0.052
H -3.237 -0.365 0.782 0.051 -0.203 -0.262
H -1.945 -2.108 -0.069 -0.033 0.137 0.055
H -1.751 -0.963 -1.337 0.103 0.358 -0.246
H 0.112 -1.885 0.739 0.276 -0.378 -0.070
H 0.107 -0.194 0.674 0.234 0.652 -0.129
H 0.334 -1.347 -1.985 0.063 -0.153 -0.040
H 3.306 0.167 -0.008 -0.665 -0.111 -0.395
O 0.288 3.338 1.539 0.077 0.110 0.029
H -0.171 3.693 0.771 -0.009 -0.038 -0.006
H 0.957 4.000 1.751 -0.091 -0.112 -0.021